P:
Below is the molecule C5H10Si, with properties calculated with ωB97M-V/def2-TZVPD.

Each line ends with the Mulliken charge.
Positions of all 16 atoms, in Å:
C (2.104, -1.616, 1.139)  0.55
C (0.975, -1.285, 1.419)  -0.98
C (-0.491, -0.379, -1.391)  -1.22
C (0.197, 1.658, -0.373)  -1.08
C (-0.886, 0.620, -0.339)  -0.02
Si (-0.753, -0.675, 1.601)  0.37
H (3.086, -1.755, 0.813)  0.40
H (0.648, -0.603, -1.108)  0.25
H (-1.136, -1.275, -1.553)  0.30
H (-0.510, -0.003, -2.495)  0.33
H (0.670, 1.562, -1.358)  0.31
H (1.200, 1.453, 0.221)  0.25
H (-0.247, 2.625, -0.155)  0.32
H (-1.887, 0.908, -0.514)  0.40
H (-1.040, 0.257, 2.843)  -0.07
H (-1.931, -1.493, 1.249)  -0.10

Results
- Net charge: 0
- HOMO energy: -8.60 eV
- Kohn-Sham gap: 9.3675 eV
- SMILES: C#C[SiH2]C(C)C

Q:
Below is the molecule C5H10Si, with properties calculated with ωB97M-V/def2-TZVPD.

Each line ends with the Mulliken charge.
Positions of all 16 atoms, in Å:
C (1.932, -0.691, 0.114)  -0.26
C (2.048, 0.603, 0.374)  -0.54
C (0.651, -1.285, -0.386)  -0.77
C (0.226, 1.749, -0.143)  -0.88
C (-2.263, -0.149, 0.560)  -1.27
Si (-0.725, 0.100, -0.597)  0.49
H (2.731, -1.285, 0.316)  0.45
H (2.730, 1.393, 0.408)  0.40
H (0.886, -1.847, -1.238)  0.44
H (0.100, -2.028, 0.305)  0.27
H (-0.089, 2.107, 0.817)  0.36
H (0.616, 2.456, -0.974)  0.33
H (-3.251, 0.078, 0.253)  0.39
H (-2.287, -1.192, 0.590)  0.36
H (-2.094, 0.034, 1.579)  0.41
H (-1.210, -0.043, -1.978)  -0.18

Results
- Net charge: 0
- HOMO energy: -8.82 eV
- Kohn-Sham gap: 9.8953 eV

Which structure is the least stable? The one labeled P.

P:
Below is the ion C6H11O with charge +1, with properties calculated with ωB97M-V/def2-TZVPD.

Each line ends with the Mulliken charge.
Positions of all 18 atoms, in Å:
C (-2.195, 0.672, 0.250)  -0.06
C (-2.051, -0.749, 0.135)  -0.38
C (-0.700, -0.896, -0.711)  -0.73
C (1.173, 0.336, 0.632)  -0.66
C (-0.071, 0.546, -0.435)  0.09
C (2.524, 0.303, -0.095)  -1.18
O (-1.279, 1.434, -0.069)  -0.23
H (-3.033, 1.139, 0.713)  0.45
H (-1.919, -0.967, 1.288)  0.28
H (-2.696, -1.486, -0.161)  0.46
H (0.053, -1.603, -0.339)  0.33
H (-0.974, -1.082, -1.752)  0.36
H (0.931, -0.634, 1.100)  0.33
H (1.223, 1.078, 1.339)  0.43
H (0.487, 1.072, -1.172)  0.43
H (3.245, 0.248, 0.692)  0.38
H (2.646, 1.183, -0.704)  0.39
H (2.635, -0.594, -0.710)  0.31

Results
- Net charge: +1
- HOMO energy: -15.73 eV
- Kohn-Sham gap: 10.5558 eV

Q:
Below is the ion C6H11O with charge +1, with properties calculated with ωB97M-V/def2-TZVPD.

Each line ends with the Mulliken charge.
Positions of all 18 atoms, in Å:
C (3.086, 0.000, -0.021)  0.09
C (-1.638, -0.751, -0.087)  -0.61
C (-1.523, 0.710, 0.404)  -0.65
C (-0.201, -1.248, 0.235)  -0.86
C (-0.194, 1.148, 0.002)  -0.74
C (0.705, -0.129, -0.321)  0.24
O (1.976, 0.078, 0.446)  -0.09
H (4.029, 0.137, 0.688)  0.29
H (3.257, -0.356, -1.086)  0.28
H (-2.546, -1.302, 0.259)  0.38
H (-1.819, -0.579, -1.198)  0.26
H (-2.378, 1.289, 0.090)  0.37
H (-1.730, 0.661, 1.520)  0.29
H (-0.179, -1.320, 1.306)  0.35
H (0.152, -2.328, -0.205)  0.31
H (-0.276, 1.838, -0.873)  0.28
H (0.267, 1.790, 0.841)  0.28
H (1.139, -0.294, -1.283)  0.53

Results
- Net charge: +1
- HOMO energy: -14.74 eV
- Kohn-Sham gap: 8.9709 eV

Which structure is the least stable? The one labeled Q.

P:
Below is the molecule C16H20N2O2, with properties calculated with ωB97M-V/def2-TZVPD.

Each line ends with the Mulliken charge.
Positions of all 40 atoms, in Å:
C (7.499, 0.589, -0.910)  -0.82
O (6.648, 1.139, 0.063)  -0.44
C (5.357, 0.685, 0.123)  0.65
C (4.550, 1.269, 1.101)  -0.60
C (3.238, 0.884, 1.247)  -0.53
C (2.676, -0.096, 0.423)  0.67
C (3.488, -0.678, -0.544)  -0.55
C (4.811, -0.292, -0.695)  -0.63
H (5.401, -0.773, -1.459)  0.36
H (3.100, -1.444, -1.196)  0.27
N (1.328, -0.394, 0.563)  -0.15
H (0.959, -0.142, 1.470)  0.19
C (0.743, -1.602, 0.026)  -0.88
C (-0.767, -1.572, 0.244)  -0.74
N (-1.324, -0.445, -0.465)  -0.23
C (-2.640, -0.054, -0.302)  0.53
C (-3.624, -0.913, 0.180)  -0.57
C (-4.947, -0.509, 0.266)  -0.46
C (-5.319, 0.767, -0.128)  0.60
C (-4.338, 1.635, -0.609)  -0.69
C (-3.026, 1.233, -0.692)  -0.42
H (-2.277, 1.917, -1.065)  0.34
H (-4.634, 2.628, -0.910)  0.41
O (-6.595, 1.270, -0.084)  -0.44
C (-7.621, 0.432, 0.382)  -0.82
H (-7.455, 0.128, 1.421)  0.33
H (-8.535, 1.022, 0.323)  0.23
H (-7.729, -0.461, -0.243)  0.33
H (-5.674, -1.210, 0.646)  0.36
H (-3.368, -1.914, 0.490)  0.30
H (-0.671, 0.321, -0.558)  0.25
H (-0.983, -1.524, 1.325)  0.41
H (-1.203, -2.498, -0.146)  0.41
H (1.163, -2.511, 0.486)  0.38
H (0.938, -1.635, -1.048)  0.36
H (2.628, 1.347, 2.010)  0.31
H (4.980, 2.025, 1.738)  0.41
H (7.637, -0.488, -0.764)  0.33
H (8.457, 1.093, -0.784)  0.23
H (7.126, 0.772, -1.923)  0.33

Results
- Net charge: 0
- HOMO energy: -7.27 eV
- Kohn-Sham gap: 8.0901 eV
- SMILES: COc1ccc(NCCNc2ccc(OC)cc2)cc1

Q:
Below is the molecule C16H20N2O2, with properties calculated with ωB97M-V/def2-TZVPD.

Each line ends with the Mulliken charge.
Positions of all 40 atoms, in Å:
C (-5.789, 0.694, 0.615)  -1.40
C (-4.491, 0.175, 0.078)  0.83
C (-3.300, 0.826, 0.370)  -0.47
C (-2.091, 0.377, -0.146)  0.51
C (-2.065, -0.763, -0.942)  -0.68
C (-3.246, -1.424, -1.228)  -0.87
C (-4.449, -0.953, -0.731)  -0.59
H (-5.366, -1.476, -0.965)  0.39
H (-3.229, -2.315, -1.839)  0.39
H (-1.127, -1.157, -1.309)  0.37
C (-0.842, 1.103, 0.225)  0.57
O (-0.659, 1.578, 1.329)  -0.66
N (0.056, 1.223, -0.785)  -0.12
H (-0.145, 0.789, -1.672)  0.28
C (1.401, 1.688, -0.560)  -1.40
H (1.417, 2.072, 0.461)  0.44
H (1.655, 2.494, -1.254)  0.28
C (2.407, 0.534, -0.740)  0.07
C (2.030, -0.625, 0.138)  0.51
C (1.672, -0.711, 1.452)  -0.30
C (1.433, -2.084, 1.709)  -0.59
C (1.665, -2.731, 0.538)  -0.74
O (2.026, -1.859, -0.421)  -0.41
H (1.611, -3.766, 0.262)  0.52
H (1.129, -2.519, 2.638)  0.47
H (1.561, 0.096, 2.145)  0.59
N (3.780, 1.008, -0.583)  -0.01
C (4.136, 1.388, 0.770)  -0.94
H (5.128, 1.838, 0.745)  0.41
H (3.436, 2.129, 1.143)  0.30
H (4.157, 0.536, 1.464)  0.31
C (4.739, 0.062, -1.119)  -0.93
H (4.764, -0.889, -0.566)  0.30
H (5.731, 0.511, -1.077)  0.39
H (4.499, -0.148, -2.160)  0.28
H (2.327, 0.184, -1.778)  0.41
H (-3.295, 1.698, 1.008)  0.46
H (-5.661, 1.075, 1.626)  0.36
H (-6.548, -0.085, 0.622)  0.39
H (-6.148, 1.513, -0.008)  0.29

Results
- Net charge: 0
- HOMO energy: -8.46 eV
- Kohn-Sham gap: 9.2714 eV
- SMILES: Cc1cccc(C(=O)NC[C@H](c2ccco2)N(C)C)c1

Which structure is the least stable? The one labeled P.

P:
Below is a structure of composition C4H8N, with properties calculated with ωB97M-V/def2-TZVPD.

Each line ends with the Mulliken charge.
Positions of all 13 atoms, in Å:
C (0.050, -1.722, -0.207)  -0.29
C (0.487, -0.534, -0.913)  -0.01
C (-0.895, -0.603, -0.264)  0.01
C (-0.079, 1.810, 0.253)  -0.86
N (0.149, 0.384, 0.134)  -0.22
H (0.079, -2.661, -0.661)  0.41
H (0.651, -1.645, 1.067)  -0.19
H (0.898, -0.628, -1.932)  0.36
H (-1.991, -0.491, -0.152)  0.42
H (-0.710, 2.113, 1.193)  0.32
H (0.857, 2.375, 0.514)  0.33
H (-0.466, 2.395, -0.546)  0.39
H (0.969, -0.793, 1.513)  0.36

Results
- Net charge: +1
- HOMO energy: -15.22 eV
- Kohn-Sham gap: 9.6897 eV

Q:
Below is the ion C4H8N with charge +1, with properties calculated with ωB97M-V/def2-TZVPD.

Each line ends with the Mulliken charge.
Positions of all 13 atoms, in Å:
C (-1.452, -0.559, 0.033)  0.16
C (1.010, -0.934, -0.150)  -0.42
C (1.733, 0.363, 0.051)  -0.22
C (-1.227, 0.915, -0.078)  -0.55
N (-0.636, -1.482, 0.055)  -0.30
H (-2.421, -0.914, 0.286)  0.43
H (1.201, -1.363, -1.176)  0.35
H (1.222, -1.491, 0.824)  0.31
H (1.890, 0.638, 1.122)  0.30
H (2.213, 0.832, -0.743)  0.33
H (-1.848, 1.340, -0.831)  0.31
H (-1.513, 1.669, 0.748)  0.30
H (-0.171, 0.985, -0.143)  -0.01

Results
- Net charge: +1
- HOMO energy (alpha / beta): -15.82 / -15.82 eV
- Kohn-Sham gap (alpha / beta): 8.1972 / 8.1950 eV

R:
Below is the ion C4H8N with charge +1, with properties calculated with ωB97M-V/def2-TZVPD.

Each line ends with the Mulliken charge.
Positions of all 13 atoms, in Å:
C (-1.171, -1.917, -1.252)  -0.71
C (-0.591, -0.763, -1.029)  -0.30
C (0.073, -0.340, 0.133)  0.35
C (1.039, 1.543, 1.360)  -0.73
N (0.240, 0.940, 0.256)  -0.06
H (-1.383, -2.795, -0.575)  0.28
H (-1.746, -2.074, -2.255)  0.24
H (-0.635, -0.093, -1.827)  0.30
H (0.644, -0.986, 0.742)  0.40
H (1.144, 0.803, 2.079)  0.29
H (2.094, 1.779, 1.017)  0.32
H (0.739, 2.510, 1.712)  0.34
H (-0.447, 1.394, -0.360)  0.30

Results
- Net charge: +1
- HOMO energy: -15.38 eV
- Kohn-Sham gap: 9.9620 eV
- SMILES: C=C/C=[NH+]/C

Which structure is the least stable? The one labeled P.

P:
Below is a structure of composition C4H8N, with properties calculated with ωB97M-V/def2-TZVPD.

Each line ends with the Mulliken charge.
Positions of all 13 atoms, in Å:
C (1.751, 0.179, -0.251)  -0.21
C (0.885, 1.135, 0.131)  -0.33
C (0.771, -0.892, -0.019)  -0.34
C (-1.556, 0.177, -0.239)  -0.77
N (-0.194, 0.259, 0.220)  -0.01
H (2.781, 0.054, -0.421)  0.42
H (1.011, 2.193, 0.174)  0.43
H (0.509, -1.453, -0.953)  0.31
H (0.812, -1.427, 0.924)  0.33
H (-1.676, 0.225, -1.396)  0.35
H (-2.062, -0.786, -0.004)  0.34
H (-2.296, 1.051, -0.021)  0.31
H (-0.736, -0.713, 1.854)  0.17

Results
- Net charge: +1
- HOMO energy (alpha / beta): -15.36 / -15.07 eV
- Kohn-Sham gap (alpha / beta): 8.3013 / 9.5659 eV

Q:
Below is the ion C4H8N with charge +1, with properties calculated with ωB97M-V/def2-TZVPD.

Each line ends with the Mulliken charge.
Positions of all 13 atoms, in Å:
C (2.180, 0.012, 0.576)  -0.88
C (0.917, 0.420, 0.005)  0.23
C (0.045, 0.047, -0.931)  0.06
N (-1.264, -0.199, -0.892)  -0.20
C (-1.890, -0.114, 0.439)  -0.96
H (2.382, -1.043, 0.413)  0.33
H (2.167, 0.265, 1.637)  0.36
H (2.960, 0.620, 0.109)  0.35
H (-1.500, -0.945, 1.015)  0.37
H (0.406, 0.225, -1.946)  0.34
H (-1.754, 0.222, -1.671)  0.31
H (-2.938, -0.363, 0.344)  0.34
H (-1.711, 0.853, 0.901)  0.37

Results
- Net charge: +1
- HOMO energy: -14.54 eV
- Kohn-Sham gap: 7.8753 eV

Which structure is the least stable? The one labeled P.

P:
Below is the ion C4H8N with charge +1, with properties calculated with ωB97M-V/def2-TZVPD.

Each line ends with the Mulliken charge.
Positions of all 13 atoms, in Å:
C (-2.170, 0.135, -0.036)  -1.28
C (-0.856, -0.474, -0.049)  0.19
C (1.544, 0.866, 0.113)  -0.32
C (0.342, 0.011, 0.097)  0.04
N (1.692, -0.569, -0.065)  -0.13
H (-1.990, 1.039, 0.415)  0.40
H (-2.805, -0.434, 0.436)  0.43
H (-2.491, 0.317, -1.028)  0.33
H (-0.734, -1.637, 0.057)  0.25
H (1.822, 1.516, -0.681)  0.32
H (1.626, 1.228, 1.179)  0.25
H (1.896, -0.864, -0.989)  0.29
H (2.122, -1.135, 0.551)  0.24

Results
- Net charge: +1
- HOMO energy: -15.11 eV
- Kohn-Sham gap: 11.6316 eV
- SMILES: C/C=C1\C[NH2+]1

Q:
Below is a cluster of 2 separate species, C4H8N in total, with properties calculated with ωB97M-V/def2-TZVPD.

Each line ends with the Mulliken charge.
Positions of all 13 atoms, in Å:
C (2.266, 0.207, 0.100)  -0.05
C (-1.007, -0.112, 0.034)  0.60
C (-0.747, 1.107, 0.452)  -0.95
C (-1.291, -1.343, -0.524)  -0.72
N (1.615, -0.840, 0.091)  -0.29
H (3.418, 0.166, 0.283)  0.31
H (1.691, 1.259, 0.064)  0.05
H (-1.582, 1.694, 0.262)  0.36
H (0.199, 1.566, -0.031)  0.23
H (-0.521, 1.129, 1.507)  0.44
H (-1.209, -1.022, -1.641)  0.31
H (-0.553, -2.156, -0.295)  0.37
H (-2.278, -1.656, -0.302)  0.34

Results
- Net charge: +1
- HOMO energy (alpha / beta): -14.05 / -13.90 eV
- Kohn-Sham gap (alpha / beta): 8.1003 / 7.4180 eV

Which structure is the least stable? The one labeled Q.

P:
Below is the molecule C3H6FNS2, with properties calculated with ωB97M-V/def2-TZVPD.

Each line ends with the Mulliken charge.
Positions of all 13 atoms, in Å:
C (0.033, 0.246, 0.326)  0.38
C (1.339, -0.109, 0.928)  -0.94
C (2.136, -1.109, 0.008)  -0.08
H (-2.553, -0.518, -1.518)  0.16
H (-0.344, -1.775, 0.382)  0.27
H (1.857, 0.818, 1.204)  0.38
H (1.118, -0.496, 1.924)  0.38
H (1.450, -1.926, -0.499)  0.25
H (2.951, -1.709, 0.687)  0.24
N (-0.741, -0.824, 0.122)  -0.29
F (2.633, -0.095, -0.899)  -0.29
S (-2.462, -0.668, -0.119)  -0.14
S (-0.291, 1.797, -0.038)  -0.31

Results
- Net charge: 0
- HOMO energy: -8.29 eV
- Kohn-Sham gap: 8.5857 eV
- SMILES: FCCC(=S)NS

Q:
Below is the molecule C3H6FNS2, with properties calculated with ωB97M-V/def2-TZVPD.

Each line ends with the Mulliken charge.
Positions of all 13 atoms, in Å:
C (1.392, -0.368, 0.741)  -0.79
C (-0.038, -0.034, 0.359)  0.56
C (-0.265, 1.465, 0.486)  -0.37
H (3.658, -0.326, 0.488)  0.13
H (1.469, -1.370, 1.166)  0.41
H (1.631, 0.371, 1.463)  0.37
H (0.687, 2.021, 0.367)  0.31
H (-0.665, 1.668, 1.468)  0.29
H (-2.676, -2.044, -0.222)  0.17
N (-0.826, -1.016, 0.278)  -0.46
F (-1.092, 1.902, -0.480)  -0.28
S (2.766, -0.311, -0.519)  -0.20
S (-2.456, -0.733, -0.223)  -0.14

Results
- Net charge: 0
- HOMO energy: -9.08 eV
- Kohn-Sham gap: 9.5708 eV
- SMILES: FC/C(CS)=N\S

Which structure is the least stable? The one labeled P.

P:
Below is a structure of composition C5H6OS, with properties calculated with ωB97M-V/def2-TZVPD.

Each line ends with the Mulliken charge.
Positions of all 13 atoms, in Å:
C (0.424, -0.879, 0.046)  -0.41
C (-0.451, -0.181, -1.111)  -0.30
C (-0.526, -0.135, 1.074)  -0.07
C (-0.213, 1.320, 0.620)  -0.58
C (-0.313, 1.258, -0.725)  -0.47
H (2.314, -1.349, 0.319)  0.35
H (0.249, -2.001, -0.020)  0.35
H (-0.379, -0.473, -2.114)  0.62
H (-0.681, -0.479, 2.144)  0.47
H (-0.145, 2.145, 1.294)  0.43
H (-0.120, 2.126, -1.355)  0.36
O (1.789, -0.663, -0.108)  -0.52
S (-1.948, -0.690, -0.064)  -0.23

Results
- Net charge: 0
- HOMO energy: -8.43 eV
- Kohn-Sham gap: 9.1187 eV

Q:
Below is the molecule C5H6OS, with properties calculated with ωB97M-V/def2-TZVPD.

Each line ends with the Mulliken charge.
Positions of all 13 atoms, in Å:
C (-0.074, 1.171, 0.413)  -0.50
C (-1.039, 0.306, 0.534)  0.36
C (1.207, 0.584, -0.289)  -0.31
C (-1.417, -0.962, 0.563)  -0.87
C (0.985, -0.827, -0.553)  -0.43
O (1.088, -3.244, -0.489)  -0.49
S (1.451, -2.122, 0.341)  0.30
H (-0.244, 2.126, 0.818)  0.42
H (1.397, 1.085, -1.199)  0.28
H (2.131, 0.846, 0.412)  0.25
H (-0.903, -1.593, 1.269)  0.27
H (-2.369, -1.206, 0.149)  0.29
H (0.363, -1.110, -1.366)  0.43

Results
- Net charge: 0
- HOMO energy: -8.91 eV
- Kohn-Sham gap: 8.6602 eV

Which structure is the least stable? The one labeled Q.